Entry 1:
Density functional theory data (ωB97M-V/def2-TZVPD) for a molecular structure, F8Li3N4O16S8 in a non-equilibrium geometry.

Geometry as XYZ:
```
39
Properties=species:S:1:pos:R:3
S 0.372 2.502 -0.574
N -1.290 -0.436 1.266
F -2.842 1.517 0.336
F 0.973 -0.922 4.332
F 2.654 -0.010 -2.354
O -1.945 -0.029 -1.263
O -3.931 -0.540 0.089
F -1.016 2.469 -1.362
S -1.742 -2.263 -3.790
F 1.634 -2.632 -2.532
O -0.054 2.378 0.788
O -2.656 -2.531 -2.704
O 0.031 -1.981 -1.053
S -2.547 -0.087 0.068
O -2.133 -2.672 0.210
O 2.553 2.702 2.124
O 3.397 1.383 -0.705
S -1.790 -1.854 1.427
Li 0.394 -0.220 0.410
O -1.823 -3.137 -5.001
O 1.662 -0.404 2.112
N -0.151 -1.660 -3.429
N 0.657 1.593 3.610
O 3.039 0.235 4.077
Li -0.999 0.856 2.711
F 0.711 3.768 3.176
O 2.361 2.216 -2.849
F -2.297 -0.850 -4.303
O 2.401 3.111 4.601
O 0.893 3.771 -0.937
O -0.127 -4.094 -2.427
O -2.556 -2.056 2.692
S 1.744 0.221 3.427
S 1.758 2.570 3.369
Li -0.247 0.033 -2.339
S 2.298 1.367 -1.664
S 0.061 -2.651 -2.320
F -0.339 -2.599 1.857
N 0.892 0.936 -1.074
```

Computed properties:
Maximum force: 12.7 eV/Å
E_HOMO (alpha / beta): 0.30 / -4.90 eV
Energy relative to the best compared isomer or geometry (same formula, charge and spin): 0.0 kcal/mol
Multiplicity: 2
Electronic energy: -147756.2117 eV
Gap between HOMO and LUMO (alpha / beta): 3.554 / 8.651 eV
Net charge: -2
LUMO energy (alpha / beta): 3.85 / 3.75 eV

---

Entry 2:
Density functional theory data (ωB97M-V/def2-TZVPD) for 3 unconnected molecules or ions with the total composition C10H31NO8P3 in a non-equilibrium geometry.

Geometry as XYZ:
```
53
Properties=species:S:1:pos:R:3
H -7.844 -0.266 -1.879
O 2.618 -2.552 0.934
H 0.314 -3.527 -2.231
H 1.990 0.724 1.877
O 1.022 -0.719 0.770
C -8.074 -1.211 -1.395
H -6.878 -0.355 0.196
H 5.848 3.712 2.016
N -6.940 -3.920 1.423
C -3.826 -2.263 -0.854
C 6.647 3.395 1.345
P -6.299 -2.719 0.098
C -7.427 -1.280 0.012
O 4.896 3.589 -1.726
O 3.834 3.944 0.516
H -7.210 -4.762 0.917
C -4.575 -2.247 0.500
H -0.967 -4.077 -1.134
C 1.798 0.486 0.832
H -9.142 -1.401 -1.348
C 0.056 -3.714 -1.190
H -7.775 -3.572 1.897
O 5.379 5.824 0.269
H -4.371 -1.616 -1.541
H 7.578 3.879 1.641
H 2.730 -2.258 2.964
C 3.774 3.785 -2.613
H 7.270 6.523 0.656
O 0.126 -2.486 -0.433
H -6.237 -4.197 2.110
H 2.900 3.278 -2.209
H -8.205 -1.316 0.777
H 3.553 4.841 -2.762
H 6.773 2.315 1.418
H 7.039 5.997 -1.020
H -3.912 -3.277 -1.244
H 0.724 -4.470 -0.776
P 1.588 -1.944 -0.104
H -2.792 -1.958 -0.728
H 2.749 0.395 0.310
H -7.659 -1.991 -2.035
C 6.569 6.498 -0.177
C 2.213 -2.914 2.267
H -4.128 -2.952 1.201
H -4.553 -1.230 0.894
P 4.926 4.410 -0.356
O 6.363 3.723 -0.011
H 1.138 -2.813 2.412
H 2.514 -3.942 2.454
O 2.308 -1.530 -1.308
H 1.222 1.297 0.393
H 6.310 7.518 -0.454
H 4.044 3.345 -3.569
```

Computed properties:
Maximum force: 6.1 eV/Å
E_HOMO: -11.29 eV
Multiplicity: 1
Electronic energy: -56604.6935 eV
Gap between HOMO and LUMO: 7.659 eV
Net charge: +1
LUMO energy: -3.63 eV

---

Entry 3:
Density functional theory data (ωB97M-V/def2-TZVPD) for 2 unconnected molecules or ions with the total composition C6H16N2 in a non-equilibrium geometry.

Geometry as XYZ:
```
24
Properties=species:S:1:pos:R:3
C -1.915 0.710 0.095
H 3.259 -1.253 1.388
N -0.401 0.397 0.411
H -4.662 0.280 0.360
C -4.085 0.021 -0.520
H 3.855 -1.604 -0.210
H 3.453 1.120 -0.073
C 3.659 -0.787 0.485
N -2.697 -0.426 -0.324
H 1.821 1.156 -1.814
H -1.840 1.352 -0.789
H -0.292 -1.364 1.527
H 1.035 -0.252 -1.361
H -0.975 0.122 2.384
C 2.041 0.195 -1.337
H -4.026 0.827 -1.258
H -4.616 -0.746 -1.085
H 4.634 -0.377 0.694
H -2.688 -1.197 0.340
C 2.693 0.341 0.036
C -0.611 -0.317 1.452
H 2.728 -0.363 -1.973
H 1.988 0.762 0.747
H -2.355 1.404 0.824
```

Computed properties:
Maximum force: 3.2 eV/Å
E_HOMO (alpha / beta): -13.89 / -13.87 eV
Energy relative to the best compared isomer or geometry (same formula, charge and spin): 102.0 kcal/mol
Multiplicity: 2
Electronic energy: -9449.2562 eV
Gap between HOMO and LUMO (alpha / beta): 7.395 / 5.841 eV
Net charge: +1
LUMO energy (alpha / beta): -6.50 / -8.03 eV

---

Question: Which formula does entry 2 have?
Answer: C10H31NO8P3

---

Copy entry 2 word for word.
Density functional theory data (ωB97M-V/def2-TZVPD) for 3 unconnected molecules or ions with the total composition C10H31NO8P3 in a non-equilibrium geometry.

Geometry as XYZ:
```
53
Properties=species:S:1:pos:R:3
H -7.844 -0.266 -1.879
O 2.618 -2.552 0.934
H 0.314 -3.527 -2.231
H 1.990 0.724 1.877
O 1.022 -0.719 0.770
C -8.074 -1.211 -1.395
H -6.878 -0.355 0.196
H 5.848 3.712 2.016
N -6.940 -3.920 1.423
C -3.826 -2.263 -0.854
C 6.647 3.395 1.345
P -6.299 -2.719 0.098
C -7.427 -1.280 0.012
O 4.896 3.589 -1.726
O 3.834 3.944 0.516
H -7.210 -4.762 0.917
C -4.575 -2.247 0.500
H -0.967 -4.077 -1.134
C 1.798 0.486 0.832
H -9.142 -1.401 -1.348
C 0.056 -3.714 -1.190
H -7.775 -3.572 1.897
O 5.379 5.824 0.269
H -4.371 -1.616 -1.541
H 7.578 3.879 1.641
H 2.730 -2.258 2.964
C 3.774 3.785 -2.613
H 7.270 6.523 0.656
O 0.126 -2.486 -0.433
H -6.237 -4.197 2.110
H 2.900 3.278 -2.209
H -8.205 -1.316 0.777
H 3.553 4.841 -2.762
H 6.773 2.315 1.418
H 7.039 5.997 -1.020
H -3.912 -3.277 -1.244
H 0.724 -4.470 -0.776
P 1.588 -1.944 -0.104
H -2.792 -1.958 -0.728
H 2.749 0.395 0.310
H -7.659 -1.991 -2.035
C 6.569 6.498 -0.177
C 2.213 -2.914 2.267
H -4.128 -2.952 1.201
H -4.553 -1.230 0.894
P 4.926 4.410 -0.356
O 6.363 3.723 -0.011
H 1.138 -2.813 2.412
H 2.514 -3.942 2.454
O 2.308 -1.530 -1.308
H 1.222 1.297 0.393
H 6.310 7.518 -0.454
H 4.044 3.345 -3.569
```

Computed properties:
Maximum force: 6.1 eV/Å
E_HOMO: -11.29 eV
Multiplicity: 1
Electronic energy: -56604.6935 eV
Gap between HOMO and LUMO: 7.659 eV
Net charge: +1
LUMO energy: -3.63 eV